Record 1
75
Properties=species:S:1:pos:R:3:forces:R:3:lowdin_charge:R:1 method="wB97M-V/def2-TZVPD" multiplicity=1 homo_lumo_gap_ha=0.274 total_charge=+1 e_above_lowest_ev=0.000 homo_ha=-0.396
C -2.27185 4.94140 1.31232 0.2 0.3 0.0 -0.01
N -2.05248 3.51200 1.24350 -0.5 -0.3 0.1 -0.04
C -3.04520 2.62138 1.54462 -0.9 0.6 0.2 -0.36
O -4.19474 2.91750 1.86099 1.5 -0.5 -0.4 0.09
C -2.45806 1.21646 1.41332 0.0 0.2 0.4 -0.17
C -3.19130 0.31107 0.41761 -0.1 -0.1 -0.3 -0.11
C -4.67749 0.15532 0.66692 -0.1 -0.2 0.1 -0.24
C -5.58695 0.43705 -0.35759 0.0 0.1 0.4 -0.05
C -6.96063 0.33598 -0.12454 0.1 -0.2 0.2 -0.07
C -7.42948 -0.10387 1.12120 0.3 0.1 -0.1 -0.08
C -6.51650 -0.41484 2.13605 0.2 0.0 -0.1 -0.07
C -5.14126 -0.28944 1.90986 -0.4 0.1 -0.3 -0.04
N -1.07596 1.49356 1.01391 0.0 -0.5 -0.1 0.00
C -0.18865 0.46064 0.94508 0.5 0.5 0.3 -0.16
C 1.09222 0.56472 0.51853 -0.3 0.5 -0.5 -0.11
C 2.11451 -0.51395 0.57368 -0.2 0.6 1.4 -0.25
C 3.47300 0.06868 0.99526 0.4 0.3 0.5 -0.18
C 4.33853 -0.63436 1.87188 -0.7 0.2 -0.6 -0.02
C 5.67841 -0.28518 1.94812 0.5 0.8 -0.1 0.03
C 6.11361 0.90889 1.33064 -2.0 -0.7 -0.4 -0.14
N 7.50864 1.16032 1.15376 3.6 1.0 0.0 -0.31
O 7.85972 2.27742 0.69842 -0.9 -2.4 0.9 0.07
O 8.32173 0.25306 1.44778 -1.9 1.7 -0.6 0.07
C 5.20423 1.75385 0.66486 0.5 -0.4 0.1 0.04
C 3.91503 1.28252 0.42948 0.1 -0.3 0.3 -0.01
C -0.73149 2.93310 1.01408 0.0 0.4 -0.1 -0.45
C -0.17854 3.49235 -0.31206 -0.2 -0.1 -0.2 0.00
C 0.22473 3.31425 2.15984 -0.1 -0.1 0.0 0.01
H -3.33984 5.14199 1.44580 0.3 -0.2 0.0 0.10
H -1.71361 5.38763 2.14806 -0.2 -0.1 -0.1 0.10
H -1.93052 5.41343 0.38348 -0.2 0.0 0.2 0.09
H -2.47956 0.73203 2.41229 0.0 0.3 -0.4 0.16
H -3.03922 0.69451 -0.60425 0.0 0.0 0.3 0.12
H -2.71217 -0.68021 0.46757 -0.1 0.2 -0.1 0.10
H -5.20187 0.76204 -1.32861 -0.2 0.0 0.3 0.11
H -7.66186 0.59964 -0.91715 0.2 -0.1 0.2 0.11
H -8.50227 -0.20413 1.29763 0.4 0.1 0.0 0.11
H -6.86997 -0.75170 3.11257 0.1 0.1 -0.3 0.11
H -4.41910 -0.52383 2.69546 -0.3 0.1 -0.1 0.11
H -0.59567 -0.51222 1.26920 0.3 0.6 0.1 0.12
H 1.44891 1.50601 0.08669 -0.4 -0.6 0.4 0.07
H 1.75772 -1.25373 1.31551 0.4 0.0 -0.1 0.16
H 3.96009 -1.51399 2.41156 0.3 0.3 -0.4 0.13
H 6.40974 -0.92047 2.44957 -0.3 0.3 -0.1 0.13
H 5.54471 2.72347 0.28500 -0.1 -0.6 0.0 0.13
H 3.28695 1.86533 -0.24930 0.2 -0.2 0.4 0.12
H -0.90577 3.36738 -1.12540 0.2 -0.1 0.2 0.10
H 0.00422 4.56976 -0.19218 0.0 -0.4 0.0 0.09
H 0.76920 3.03449 -0.60413 -0.2 0.2 0.0 0.06
H -0.30276 3.25635 3.11911 0.2 -0.1 -0.2 0.10
H 1.08874 2.64350 2.18364 -0.1 0.1 0.0 0.07
H 0.58167 4.34275 2.01296 -0.1 -0.3 0.1 0.09
C -1.09931 -5.06917 -3.75806 0.4 0.2 0.4 -0.05
C 0.15453 -4.70967 -3.24093 -0.4 -0.2 -0.3 0.00
C 0.22939 -3.54452 -2.48813 0.4 0.2 -0.2 -0.23
C -0.87697 -2.76819 -2.17927 0.0 -0.5 -0.3 -0.41
C -2.14223 -3.18335 -2.60414 0.0 -0.2 -0.2 -0.05
C -2.24166 -4.32430 -3.42375 0.3 0.4 0.3 -0.05
S -0.38111 -1.34482 -1.27704 -0.4 0.0 -0.1 1.22
C 1.27273 -1.82549 -1.31452 1.1 -0.5 0.3 -0.39
N 2.32832 -1.20618 -0.69850 -0.9 -1.1 -1.6 -0.01
C 3.66466 -1.78229 -0.92335 0.4 0.1 0.2 -0.13
C 3.74782 -2.48816 -2.24386 0.2 -0.1 -0.2 -0.13
C 2.71877 -3.58112 -2.29138 0.1 -0.3 0.0 -0.11
N 1.42472 -2.97180 -2.01079 -0.3 0.1 0.1 -0.01
H -1.16858 -5.93626 -4.41768 -0.1 0.2 0.3 0.12
H 1.05506 -5.30630 -3.41775 -0.5 0.2 -0.1 0.12
H -3.02329 -2.62279 -2.29795 0.1 -0.1 -0.2 0.12
H -3.21273 -4.64619 -3.80456 0.3 0.2 0.2 0.12
H 4.40064 -0.97421 -0.92415 -0.2 -0.1 0.1 0.13
H 3.92312 -2.45883 -0.09381 -0.1 0.1 -0.2 0.14
H 3.56136 -1.77392 -3.05523 0.1 -0.1 0.0 0.14
H 4.74307 -2.92257 -2.36676 -0.1 0.2 0.0 0.14
H 2.69006 -4.03125 -3.28351 -0.1 0.0 0.1 0.13
H 2.91009 -4.37855 -1.55749 0.0 0.2 -0.2 0.15



Record 2
19
Properties=species:S:1:pos:R:3:forces:R:3:lowdin_charge:R:1 method="wB97M-V/def2-TZVPD" multiplicity=1 homo_lumo_gap_ha=0.444 smiles=CCC.CC e_above_lowest_ev=1.213 homo_ha=-0.403
C 0.83386 -0.42401 -1.40134 0.4 -0.9 -0.2 -0.28
C 1.30643 -1.94867 -0.95411 1.1 2.9 0.4 -0.11
C -0.54744 -0.46425 -2.04098 0.1 2.1 -0.3 -0.16
H 0.88164 0.38679 -0.58223 0.1 -1.6 -1.2 0.08
H 1.58099 -0.16128 -2.22302 -0.8 -0.1 1.3 0.10
H 1.55782 -2.47987 -1.89913 -0.3 0.1 1.0 0.07
H -1.32874 -0.49968 -1.33841 -0.9 -0.6 1.4 0.04
H 0.75278 -2.52718 -0.18389 -0.3 0.5 -1.0 0.06
H 2.23618 -1.63811 -0.41425 -0.2 -0.9 -0.6 0.05
H -0.87951 0.47221 -2.56812 0.9 -0.7 0.0 0.08
H -0.64904 -1.29448 -2.68821 -0.1 -0.8 -0.8 0.05
C -1.17468 0.70562 2.31186 -0.3 1.9 -1.9 -0.15
C -0.22539 1.88354 1.75307 -2.2 1.3 2.5 -0.15
H -1.95187 0.53618 1.52732 0.8 -0.5 0.4 0.06
H -0.57887 -0.17547 2.54395 -0.3 0.0 0.0 0.05
H -1.79739 1.04618 3.13808 0.5 0.0 0.4 0.05
H 0.25600 1.58914 0.85927 0.4 -0.1 -0.9 -0.01
H -0.80416 2.93130 1.61736 1.2 -2.6 0.1 0.11
H 0.53140 2.06205 2.54277 -0.2 0.1 -0.6 0.05



Record 3
60
Properties=species:S:1:pos:R:3:forces:R:3:lowdin_charge:R:1 method="wB97M-V/def2-TZVPD" multiplicity=1 homo_lumo_gap_ha=0.365 smiles=CO.CO.CO.CO.CO.CO.CO.CO.CO.CO e_above_lowest_ev=3.843 homo_ha=-0.349
C 3.59570 -0.81196 -0.15358 0.1 -0.3 0.4 -0.14
O 4.81367 -0.83465 0.61674 -0.6 0.1 -0.1 -0.12
H 3.61104 -0.09694 -0.96958 0.1 0.4 0.0 0.08
H 3.45010 -1.78279 -0.61627 -0.2 -0.3 0.0 0.07
H 2.74695 -0.60033 0.50684 0.3 -0.1 -0.1 0.06
H 5.48331 -0.38277 0.11233 0.3 0.1 -0.2 0.06
C 0.32989 0.18669 -0.59080 0.0 0.5 -0.3 -0.18
O 0.19686 -1.22189 -0.74376 -1.4 0.4 -0.6 -0.14
H -0.54851 0.80977 -0.90100 0.3 -0.9 0.4 0.07
H 0.61823 0.42538 0.43656 -0.3 0.0 0.0 0.04
H 1.14254 0.60029 -1.21010 0.0 -0.4 -0.1 0.08
H -0.76200 -1.45171 -0.97379 1.5 0.4 0.4 0.05
C -0.59681 0.10695 -3.98956 1.2 0.3 0.6 -0.18
O -1.29193 0.30265 -5.18325 -0.4 1.1 -0.2 -0.10
H -0.48567 1.08237 -3.49189 -0.3 -0.3 -0.1 0.08
H -0.99785 -0.62127 -3.29289 -0.6 0.0 0.0 0.06
H 0.42075 -0.23253 -4.17795 0.3 -0.1 -0.2 0.08
H -1.62106 -0.50691 -5.53588 -0.2 -0.9 -0.2 0.06
C -3.62533 1.15908 -0.57928 0.6 -0.8 1.3 -0.12
O -3.40177 0.56422 -1.87647 0.1 0.6 1.2 -0.12
H -3.65094 2.24516 -0.48191 0.0 0.2 -0.9 0.08
H -4.53760 0.79561 -0.09919 -0.1 -0.1 -0.3 0.08
H -2.80793 0.86104 0.10380 -0.2 -0.1 -0.5 0.06
H -3.95792 1.03721 -2.48107 -0.4 0.2 -0.7 0.08
C -0.30612 3.50705 0.66323 -0.6 -0.9 -2.2 -0.13
O 0.99619 4.07315 0.49148 -0.4 0.8 1.0 -0.13
H -1.01039 3.98927 -0.06299 0.4 -0.4 0.5 0.10
H -0.25135 2.42206 0.41672 0.1 0.9 0.2 0.06
H -0.72985 3.57301 1.63715 0.0 0.3 1.0 0.07
H 0.89707 4.98830 0.82073 0.5 -0.6 -0.4 0.10
C 4.00186 2.22929 1.63384 -0.5 -0.1 0.0 -0.10
O 2.58666 2.14451 1.84430 0.0 0.3 0.2 -0.16
H 4.18444 2.31048 0.56052 0.3 0.3 0.1 0.08
H 4.41609 3.04824 2.21664 0.1 0.3 -0.2 0.08
H 4.47969 1.31270 1.98164 -0.3 -0.1 0.0 0.08
H 2.11660 2.95271 1.54253 0.5 -0.4 -0.1 0.07
C 0.09871 -4.16303 -2.46044 -1.7 0.8 0.5 -0.20
O 1.32090 -4.78476 -2.49739 1.8 -0.9 -0.3 -0.11
H -0.15777 -3.57871 -3.36610 0.4 0.0 0.3 0.08
H -0.63362 -4.98387 -2.43557 0.0 0.4 0.2 0.08
H -0.00849 -3.49956 -1.56914 -0.1 -0.5 -0.7 0.07
H 2.05295 -4.23337 -2.20651 -0.4 0.2 0.0 0.08
C 1.34131 0.13629 4.07269 0.2 -1.0 0.0 -0.15
O 1.33439 -0.03030 2.67441 0.0 0.6 -0.5 -0.17
H 0.68562 0.92595 4.41503 -0.2 0.3 0.1 0.07
H 0.99524 -0.82691 4.43342 -0.2 0.0 0.5 0.08
H 2.34270 0.26797 4.47896 0.2 0.3 0.0 0.08
H 1.81492 0.73452 2.27686 -0.2 -0.2 0.2 0.02
C -2.29509 0.27970 3.43661 -0.8 0.2 0.9 -0.19
O -1.53235 0.60156 2.32675 0.8 0.6 -0.9 -0.14
H -3.31070 0.71088 3.32988 0.5 -0.1 -0.2 0.08
H -2.42443 -0.78201 3.56677 0.0 -0.7 0.0 0.07
H -1.91716 0.65607 4.39386 0.2 0.2 -0.1 0.07
H -0.57047 0.40443 2.40400 -0.6 -0.3 0.3 0.05
C -3.19931 -2.97270 -0.67749 0.8 0.0 -0.6 -0.10
O -2.37632 -2.04785 -1.42741 -0.8 0.4 -0.2 -0.18
H -2.93705 -2.92510 0.39025 -0.3 0.2 -0.3 0.08
H -4.24754 -2.74999 -0.88515 0.0 -0.2 0.4 0.08
H -2.94450 -3.98912 -1.02624 -0.3 0.4 0.1 0.08
H -2.93655 -1.33350 -1.82190 0.6 -0.6 0.6 0.06



Record 4
15
Properties=species:S:1:pos:R:3:forces:R:3:lowdin_charge:R:1 method="wB97M-V/def2-TZVPD" multiplicity=1 homo_lumo_gap_ha=0.276 total_charge=-1 e_above_lowest_ev=1.735 homo_ha=-0.156
C 0.94089 -0.16096 1.45100 -0.9 -1.6 1.7 -0.24
C 0.24330 -1.57678 1.28593 0.8 2.6 0.4 -0.73
O 1.14270 -2.39426 1.30636 0.1 -3.0 -0.4 -0.03
O -1.01498 -1.62364 1.21467 0.2 -0.6 -0.3 -0.09
C 1.64533 0.27448 0.19602 1.7 0.4 -0.8 -0.58
S 0.80242 1.63057 -0.62603 1.5 1.6 2.3 0.32
S -0.46503 1.02317 -1.93234 -2.6 -3.1 -2.7 0.21
H 0.10158 0.43890 1.83330 0.8 0.8 -0.4 0.09
H 1.73157 -0.32423 2.27485 -1.3 0.3 -1.2 0.12
H 2.53932 0.84863 0.58880 -0.4 -0.7 -0.9 0.06
H 1.98040 -0.52662 -0.58910 -0.7 1.2 1.8 0.12
H -1.10972 -0.20956 -1.48888 0.9 2.2 0.0 -0.10
H -2.15225 -0.81828 0.22547 -1.8 1.4 -0.6 0.03
H -3.00091 0.24968 0.84146 -0.2 -0.2 -1.3 0.03
O -2.93588 -0.14947 -0.06473 1.9 -1.3 2.3 -0.22



Record 5
124
Properties=species:S:1:pos:R:3:forces:R:3:lowdin_spin:R:1 method="wB97M-V/def2-TZVPD" multiplicity=2 homo_lumo_gap_ha="0.159 / 0.153" s2=0.79 total_charge=-2 homo_ha="-0.022 / -0.016"
Co -0.40944 1.72029 0.24307 -0.2 -0.1 -0.4 1.06
C 0.19003 -2.38214 -3.36439 0.0 0.0 0.0 0.00
C 0.43938 -3.64764 -2.59383 0.0 0.0 -0.1 0.00
C 0.42181 -4.87075 -3.25434 0.0 0.0 0.0 0.00
C 0.64565 -6.06452 -2.58146 0.0 0.0 0.0 0.00
C 0.89316 -6.03566 -1.21869 0.0 0.0 0.0 0.00
C 0.92216 -4.81943 -0.54745 0.0 0.0 0.0 0.00
C 0.69975 -3.61350 -1.21214 0.0 0.0 0.0 0.00
P 0.61666 -1.97695 -0.36366 0.0 0.1 0.0 0.00
C 1.14851 -2.51935 1.33126 0.0 0.0 -0.1 0.00
C 2.47404 -2.52012 1.76151 0.0 0.1 0.0 0.00
C 2.82857 -2.92607 3.04009 0.0 0.1 0.0 0.00
C 1.84641 -3.34375 3.92410 0.0 0.0 0.0 0.00
C 0.52615 -3.36957 3.50504 0.0 0.0 0.0 0.00
C 0.16043 -2.97924 2.21786 0.0 0.0 0.0 0.00
C -1.27677 -3.12612 1.80574 -0.1 0.0 0.0 0.00
C 2.04078 -1.12144 -1.11846 -0.1 -0.1 0.0 -0.01
C 3.24551 -1.79426 -1.34283 0.1 0.0 0.0 0.00
C 4.37139 -1.16849 -1.84730 0.0 -0.1 -0.1 -0.01
C 4.27662 0.20293 -2.13347 0.0 0.0 0.0 0.00
C 3.09040 0.87434 -1.98835 0.0 0.0 -0.1 0.00
C 1.87860 0.24072 -1.55802 -0.1 0.1 0.2 0.00
C 0.66177 0.96552 -1.56746 0.2 -0.2 -0.5 0.01
H -0.37364 -2.59365 -4.27225 0.0 0.0 0.0 0.00
H 1.13187 -1.89741 -3.63492 0.0 0.0 0.0 0.00
H -0.37246 -1.65693 -2.77006 0.0 0.0 0.0 0.00
H 0.21663 -4.88407 -4.32006 0.0 0.0 0.0 0.00
H 0.62123 -7.00625 -3.11747 0.0 0.0 0.0 0.00
H 1.06731 -6.95595 -0.67275 0.0 0.0 0.0 0.00
H 1.12862 -4.81150 0.51620 0.0 0.0 0.0 0.00
H 3.24831 -2.18651 1.08712 0.0 0.0 0.0 0.00
H 3.86791 -2.89701 3.34521 0.0 0.0 0.0 0.00
H 2.10457 -3.64700 4.93257 0.0 0.0 0.0 0.00
H -0.25041 -3.69709 4.18843 0.0 0.0 0.0 0.00
H -1.94212 -2.96266 2.65349 0.0 0.0 0.0 0.00
H -1.45838 -4.13210 1.41369 0.0 0.0 0.0 0.00
H -1.54347 -2.41501 1.02757 0.0 0.1 0.0 0.00
H 3.30187 -2.85247 -1.10208 0.0 0.0 0.0 0.00
H 5.29569 -1.71328 -1.99247 0.0 0.0 0.0 0.00
H 5.15100 0.73903 -2.49063 0.0 0.0 0.0 0.00
H 3.03482 1.92692 -2.24617 0.0 0.0 0.0 0.00
H -0.24639 0.37571 -1.69318 0.0 0.1 0.2 0.00
H 0.69243 1.86979 -2.17328 -0.1 0.0 0.0 0.00
C 2.52225 2.63569 6.91590 0.0 0.0 0.0 0.00
C 3.66037 2.46614 5.91554 0.0 0.0 0.0 0.00
C 4.58754 1.34324 6.35759 0.0 0.0 0.0 0.00
C 5.70505 1.13992 5.34819 0.0 0.0 0.0 0.00
C 5.11345 0.86361 3.99221 0.0 0.0 0.0 0.00
C 5.80375 0.14521 3.03640 0.0 0.0 0.1 0.00
C 5.23777 -0.07407 1.79008 0.0 -0.1 0.0 0.00
F 5.95943 -0.77966 0.88453 0.0 0.1 0.1 0.00
C 3.97819 0.36051 1.47518 0.0 -0.1 -0.1 0.00
C 3.25968 1.07033 2.43802 0.0 0.0 0.1 0.00
C 1.89151 1.55034 2.12837 0.0 0.0 -0.1 0.00
O 1.21567 0.98216 1.27079 0.1 -0.1 0.2 0.00
C 1.51128 2.72440 2.88829 -0.1 -0.1 0.0 0.00
C 2.11831 2.93464 4.07193 0.1 -0.1 0.0 0.00
N 3.14230 2.17491 4.57408 0.0 0.1 0.0 0.00
C 3.83770 1.35915 3.68218 0.0 0.0 0.0 0.00
C 0.51454 3.77715 2.39422 0.3 0.1 -0.1 0.00
O 0.36150 4.76548 3.13230 -0.1 0.0 0.1 0.01
O 0.03661 3.57512 1.25482 -0.1 0.1 0.2 0.02
H 2.93608 2.70707 7.92363 0.0 0.0 0.0 0.00
H 1.85613 1.77259 6.86940 0.0 0.0 0.0 0.00
H 1.93043 3.52928 6.73181 0.0 0.0 0.0 0.00
H 4.24458 3.39713 5.87540 0.0 0.0 0.0 0.00
H 4.00204 0.42272 6.44875 0.0 0.0 0.0 0.00
H 4.98473 1.58791 7.34484 0.0 0.0 0.0 0.00
H 6.35494 0.31333 5.64323 0.0 0.0 0.0 0.00
H 6.32937 2.04021 5.31380 0.0 0.0 0.0 0.00
H 6.79201 -0.24338 3.25280 0.0 0.0 0.0 0.00
H 3.52952 0.16373 0.50689 0.0 0.0 0.1 0.00
H 1.78228 3.77764 4.65996 0.0 0.0 0.0 0.00
C -2.57608 1.22580 -6.47089 0.0 0.0 0.0 0.00
C -2.69892 -0.30038 -6.36187 0.0 0.0 0.0 0.00
C -3.59289 -0.79085 -7.50188 0.0 0.0 0.0 0.00
C -1.31139 -0.92654 -6.54136 0.0 0.0 0.0 0.00
C -3.26292 -0.65984 -4.98372 0.0 0.0 0.0 0.00
C -4.48888 -1.31962 -4.82413 0.0 0.0 0.0 0.00
C -5.02736 -1.57037 -3.56970 0.0 0.0 0.0 0.00
C -4.32856 -1.15794 -2.44605 0.0 0.0 0.0 0.00
S -4.74699 -1.23225 -0.77244 0.0 0.1 0.0 0.00
C -3.21101 -0.38010 -0.37538 -0.1 0.0 0.0 0.00
N -2.47559 -0.15246 -1.40159 -0.1 0.1 0.0 0.00
C -3.07832 -0.53335 -2.57967 -0.1 0.0 0.0 0.00
C -2.55737 -0.28626 -3.84597 0.0 0.1 0.0 0.00
C -2.93650 0.00974 1.01786 0.0 -0.1 -0.1 0.00
C -3.81497 -0.49086 1.99405 0.0 -0.1 0.0 0.00
C -3.65647 -0.19338 3.32974 0.1 0.0 0.0 0.00
C -2.58370 0.62147 3.69273 0.0 0.0 -0.1 0.00
C -1.72630 1.10640 2.72200 0.0 0.0 0.0 0.00
C -1.84357 0.85312 1.33119 0.2 0.1 0.4 -0.01
H -2.17970 1.50548 -7.45140 0.0 0.0 0.0 0.00
H -1.90937 1.62535 -5.70690 0.0 0.0 0.0 0.00
H -3.55130 1.69960 -6.34192 0.0 0.0 0.0 0.00
H -3.14832 -0.50661 -8.45875 0.0 0.0 0.0 0.00
H -4.58906 -0.34690 -7.44984 0.0 0.0 0.0 0.00
H -3.69882 -1.87761 -7.48920 0.0 0.0 0.0 0.00
H -0.90549 -0.67096 -7.52447 0.0 0.0 0.0 0.00
H -1.36670 -2.01439 -6.46184 0.0 0.0 0.0 0.00
H -0.61287 -0.57093 -5.78477 0.0 0.0 0.0 0.00
H -5.05785 -1.62823 -5.69020 0.0 0.0 0.0 0.00
H -5.98929 -2.06012 -3.48069 0.0 0.0 0.0 0.00
H -1.60719 0.23342 -3.90059 0.0 0.0 0.0 0.00
H -4.63276 -1.14305 1.70259 0.0 0.0 0.0 0.00
H -4.34141 -0.58980 4.07038 0.0 0.0 0.0 0.00
H -2.42648 0.88425 4.73488 0.0 0.0 0.0 0.00
H -0.92115 1.74886 3.06252 0.0 0.0 0.0 0.00
C -4.87267 2.75551 -0.39765 0.0 0.0 0.0 0.00
Ge -3.15723 3.72835 -0.21682 0.0 0.1 0.0 -0.01
C -3.11709 4.36543 1.64026 0.0 -0.1 0.1 0.00
C -3.48909 5.35127 -1.33115 0.0 0.0 0.0 0.00
C -1.60699 2.80198 -0.90239 0.0 0.0 0.0 -0.05
H -5.70120 3.46120 -0.28606 0.0 0.0 0.0 0.00
H -4.97232 1.98313 0.36523 0.0 -0.1 0.0 0.00
H -4.95584 2.28274 -1.37959 0.0 0.0 0.0 0.00
H -3.80391 5.20753 1.76551 0.0 0.0 0.0 0.00
H -2.10969 4.66650 1.92662 0.0 0.0 0.0 0.00
H -3.42740 3.55941 2.30935 0.0 0.0 0.0 0.00
H -4.40348 5.86586 -1.01965 0.0 0.0 0.0 0.00
H -3.59141 5.06869 -2.38204 0.0 0.0 0.0 0.00
H -2.65358 6.05021 -1.24725 0.0 0.0 0.0 0.00
H -0.91807 3.61349 -1.19200 0.0 0.0 0.0 0.00
H -1.93049 2.31816 -1.83210 0.1 -0.1 0.0 0.00



| no. | energy (eV) | molar mass (g mol⁻¹) |
| --- | --- | --- |
| 1 | -58155.8213 | 568.7 |
| 2 | -5410.8370 | 74.2 |
| 3 | -31489.3058 | 320.4 |
| 4 | -31038.2520 | 155.2 |
| 5 | -185122.6272 | 1020.7 |